Record 1
# C5H16N2O3

A 3-piece molecular cluster, C5H16N2O3 overall (wB97M-V/def2-TZVPD, the Open Molecules 2025 dataset).

Results
Kohn-Sham gap	9.37	eV

```
! wB97M-V def2-TZVPD RIJCOSX def2/J DEFGRID3
* xyz 0 1
C -1.600 -0.498 1.992
N -1.591 0.767 1.266
C -1.545 0.716 -0.221
C -0.177 1.103 -0.755
C 0.808 -0.090 -0.649
N 2.120 0.352 -0.205
C 0.887 -0.638 -2.096
O 0.040 -1.321 -2.605
H -2.556 -0.557 2.535
H -0.772 -0.707 2.685
H -1.497 -1.355 1.319
H -1.033 1.483 1.717
H -1.749 -0.325 -0.452
H -2.329 1.415 -0.523
H 0.121 1.978 -0.167
H -0.168 1.548 -1.758
H 0.367 -0.878 -0.039
H 2.453 1.204 -0.646
H 2.822 -0.340 -0.456
H 1.893 -0.519 -2.578
O -0.513 -3.640 -0.823
H -0.986 -2.896 -0.447
H -0.559 -3.377 -1.764
O 2.134 2.434 1.724
H 2.052 1.470 1.770
H 1.378 2.672 1.177
*
```

Atomic partial charges in e from the Löwdin method, atoms 1 to 2: -0.14 -0.12

***

Record 2
# H26O13

A 13-piece molecular cluster, H26O13 overall (wB97M-V/def2-TZVPD, the Open Molecules 2025 dataset).

Results
Kohn-Sham gap	8.86	eV

```
! wB97M-V def2-TZVPD RIJCOSX def2/J DEFGRID3
* xyz 0 1
O -0.621 1.462 3.194
H 0.149 2.095 3.219
H -1.402 1.979 3.060
O 1.371 -2.486 -2.283
H 0.907 -2.633 -1.443
H 2.200 -2.923 -2.002
O -0.295 1.885 -2.728
H -0.025 2.226 -3.570
H -0.886 1.118 -2.805
O 1.781 2.663 -0.576
H 0.839 2.692 -0.444
H 1.919 1.846 -1.042
O -1.297 -0.649 -2.217
H -1.238 -1.389 -2.817
H -2.119 -0.300 -2.540
O -0.940 3.018 0.611
H -0.903 2.048 0.626
H -1.322 3.265 1.466
O -0.520 0.254 0.427
H -0.421 -0.145 -0.447
H 0.260 -0.015 0.804
O 2.227 -0.311 1.141
H 2.284 -0.436 0.230
H 2.946 -0.895 1.522
O -2.696 -0.092 1.688
H -3.033 -0.773 1.147
H -1.786 0.002 1.316
O -3.312 -2.305 0.180
H -2.419 -2.243 0.073
H -3.652 -1.760 -0.519
O -0.324 -2.569 -0.085
H 0.106 -2.759 0.766
H -0.670 -3.433 -0.323
O 1.587 0.239 -1.529
H 0.846 0.443 -2.141
H 1.916 -0.677 -1.778
O 2.655 0.686 3.567
H 3.518 0.316 3.594
H 2.374 0.556 2.660
*
```

Atomic partial charges in e from the Löwdin method, atoms 1 to 2: -0.05 0.08

***

Record 3
# C4H9FN2

One molecule with the formula C4H9FN2 (wB97M-V/def2-TZVPD, the Open Molecules 2025 dataset).

Results
Kohn-Sham gap	9.65	eV

```
! wB97M-V def2-TZVPD RIJCOSX def2/J DEFGRID3
* xyz 0 1
N -1.693 -0.547 0.311
C -0.608 -0.341 -0.562
C -0.185 1.039 -0.648
N 1.013 1.263 0.106
C 1.022 0.057 1.093
C 0.586 -0.998 0.183
F 1.668 -1.132 -0.714
H -2.099 -1.419 0.197
H -2.606 0.014 0.234
H -0.762 -0.641 -1.569
H -1.043 1.634 -0.159
H 0.029 1.436 -1.712
H 1.875 1.470 -0.432
H 2.029 -0.053 1.364
H 0.171 0.332 1.828
H 0.603 -2.114 0.478
*
```

Atomic partial charges in e from the Löwdin method, atoms 1 to 2: 0.04 -0.41

***

Number 1: DFT total energy -535.2833 Eh, M 152.19 g/mol. Number 2: DFT total energy -993.6655 Eh, M 234.20 g/mol. Number 3: DFT total energy -367.1185 Eh, M 104.13 g/mol.